[1]
The following is a DFT calculation (the ωB97M-V functional and the def2-TZVPD basis) of 10 unconnected molecules or ions with the total composition C37H52N12O3P in a non-equilibrium geometry.

## Properties
HOMO energy: -9.4715 eV
molar mass: 743.878 g mol⁻¹
HOMO-LUMO gap: 4.22 eV
LUMO level: -5.25 eV
energy relative to the best compared isomer or geometry (same formula, charge and spin): 0.000 eV
electronic energy: -72518.2552 eV

ORCA input file:
```
! RIJCOSX wB97M-V def2-TZVPD def2/J DEFGRID3
* xyz 1 1
N -1.015 -1.551 -1.722
C -1.273 -0.314 -2.224
N -0.232 0.308 -2.782
N -2.485 0.305 -2.168
P -3.876 -0.635 -1.733
O -3.710 -1.347 -0.480
O -4.995 0.469 -1.709
O -4.052 -1.587 -2.986
H -1.780 -2.219 -1.761
H -0.608 -1.506 -0.792
H 0.026 1.260 -2.562
H 0.334 -0.214 -3.436
H -2.472 1.207 -1.689
H -5.250 0.777 -2.595
H -4.649 -1.257 -3.676
N -3.211 4.070 -0.382
C -4.150 3.116 -0.072
C -5.387 3.654 -0.303
C -5.189 4.980 -0.775
C -3.839 5.206 -0.813
H -2.217 3.966 -0.299
H -3.857 2.146 0.297
H -6.329 3.156 -0.144
H -5.955 5.687 -1.049
H -3.270 6.072 -1.106
N -3.055 8.741 -2.219
C -2.515 9.282 -3.355
C -1.302 9.822 -3.025
C -1.103 9.596 -1.635
C -2.201 8.927 -1.165
H -3.946 8.283 -2.170
H -3.038 9.237 -4.295
H -0.633 10.325 -3.703
H -0.255 9.894 -1.042
H -2.445 8.571 -0.178
N 2.211 -2.266 -1.054
C 3.380 -1.963 -1.713
C 4.398 -2.624 -1.080
C 3.824 -3.357 -0.002
C 2.479 -3.117 -0.014
H 1.299 -1.929 -1.299
H 3.383 -1.314 -2.572
H 5.438 -2.591 -1.358
H 4.342 -3.990 0.699
H 1.688 -3.478 0.623
N 4.454 -0.041 1.219
C 4.507 -0.805 2.351
C 4.851 0.015 3.392
C 5.009 1.328 2.867
C 4.757 1.259 1.522
H 4.234 -0.397 0.304
H 4.295 -1.858 2.307
H 4.977 -0.293 4.416
H 5.280 2.216 3.414
H 4.774 2.020 0.761
N -0.216 -5.754 1.797
C -0.059 -7.108 1.683
C -0.526 -7.486 0.454
C -0.982 -6.313 -0.206
C -0.777 -5.263 0.648
H 0.039 -5.211 2.601
H 0.368 -7.686 2.484
H -0.541 -8.491 0.068
H -1.413 -6.254 -1.192
H -0.987 -4.212 0.537
N 2.012 -5.030 -3.251
C 2.149 -6.387 -3.322
C 1.643 -6.798 -4.527
C 1.185 -5.641 -5.212
C 1.429 -4.566 -4.398
H 2.295 -4.459 -2.474
H 2.591 -6.942 -2.513
H 1.607 -7.814 -4.880
H 0.732 -5.604 -6.189
H 1.240 -3.514 -4.541
N 2.644 9.361 -0.290
C 2.285 8.305 0.502
C 3.240 8.167 1.474
C 4.212 9.183 1.259
C 3.814 9.903 0.165
H 2.127 9.685 -1.087
H 1.386 7.747 0.306
H 3.243 7.425 2.254
H 5.098 9.365 1.843
H 4.262 10.751 -0.325
N -5.575 -9.949 0.522
C -6.086 -8.918 -0.216
C -5.070 -8.030 -0.453
C -3.899 -8.549 0.165
C -4.245 -9.735 0.757
H -6.098 -10.743 0.843
H -7.122 -8.903 -0.508
H -5.157 -7.111 -1.008
H -2.920 -8.104 0.174
H -3.661 -10.440 1.322
N 2.808 1.469 5.861
C 3.416 0.701 6.816
C 2.915 1.070 8.036
C 1.965 2.102 7.808
C 1.922 2.324 6.458
H 2.990 1.414 4.874
H 4.150 -0.040 6.553
H 3.198 0.649 8.986
H 1.383 2.621 8.551
H 1.339 3.016 5.874
*
```



[2]
The following is a DFT calculation (the ωB97M-V functional and the def2-TZVPD basis) of a molecular structure, C37H52N4P in a non-equilibrium geometry.

## Properties
HOMO energy: -8.6273 eV
molar mass: 583.825 g mol⁻¹
HOMO-LUMO gap: 5.00 eV
LUMO level: -3.63 eV
electronic energy: -54455.6893 eV

ORCA input file:
```
! RIJCOSX wB97M-V def2-TZVPD def2/J DEFGRID3
* xyz 1 1
C -4.436 -3.823 -3.053
C -5.668 -2.972 -3.196
N -5.608 -1.698 -2.492
C -6.918 -1.145 -2.213
C -6.900 0.338 -1.981
C -5.790 0.744 -0.990
C -4.484 0.031 -1.209
C -4.454 -1.165 -1.994
C -3.204 -1.773 -2.264
C -2.037 -1.237 -1.726
C -2.044 -0.115 -0.846
C -0.798 0.452 -0.291
C 0.413 -0.380 -0.383
C 1.652 0.243 -0.579
C 2.847 -0.365 -1.089
C 2.822 -1.499 -1.941
C 3.975 -2.136 -2.363
C 5.246 -1.609 -1.989
N 6.387 -2.248 -2.337
C 6.432 -3.508 -3.063
C 5.138 -4.295 -2.957
C 3.909 -3.402 -3.143
C 7.723 -1.767 -2.023
C 7.773 -0.274 -1.755
C 6.634 0.162 -0.838
C 5.309 -0.400 -1.231
C 4.134 0.210 -0.814
C -3.303 0.515 -0.670
C -3.148 -2.986 -3.141
H -4.453 -4.324 -2.080
H -4.454 -4.582 -3.830
H -5.854 -2.740 -4.261
H -6.560 -3.505 -2.818
H -7.550 -1.401 -3.076
H -7.353 -1.654 -1.333
H -6.742 0.865 -2.931
H -7.868 0.638 -1.589
H -5.645 1.832 -1.050
H -6.151 0.534 0.033
H -1.083 -1.677 -1.984
H -0.704 1.656 -0.666
H 0.394 -1.517 -0.237
H 1.769 1.285 -0.222
H 1.838 -1.838 -2.271
H 6.660 -3.301 -4.132
H 7.281 -4.092 -2.668
H 5.171 -5.081 -3.717
H 5.097 -4.785 -1.976
H 3.021 -3.978 -2.845
H 3.798 -3.196 -4.218
H 8.095 -2.312 -1.130
H 8.384 -2.037 -2.860
H 8.744 -0.050 -1.302
H 7.711 0.269 -2.706
H 6.890 -0.136 0.192
H 6.578 1.257 -0.837
H 4.184 1.157 -0.280
H -3.321 1.439 -0.074
H -2.298 -3.607 -2.852
H -2.990 -2.712 -4.196
C -3.398 4.800 2.271
C -3.002 3.558 3.016
C -3.122 3.820 4.513
C -3.937 2.418 2.663
N -1.611 3.193 2.653
P -0.989 1.581 2.507
H -0.701 0.838 0.890
N 0.551 2.095 3.036
C 1.509 1.235 3.741
C 2.899 1.574 3.299
C 1.204 -0.215 3.417
C 1.387 1.437 5.243
C 0.555 3.449 3.364
C -0.631 4.051 3.149
H -3.172 4.718 1.208
H -4.474 4.941 2.358
H -2.913 5.693 2.656
H -2.897 2.935 5.133
H -2.521 4.670 4.864
H -4.168 4.077 4.717
H -3.782 1.533 3.317
H -4.960 2.770 2.839
H -3.877 2.118 1.597
H 3.217 2.551 3.651
H 3.581 0.828 3.699
H 2.991 1.542 2.212
H 0.247 -0.553 3.868
H 1.217 -0.424 2.326
H 1.997 -0.814 3.874
H 0.394 1.165 5.641
H 2.108 0.768 5.721
H 1.640 2.455 5.566
H 1.398 3.850 3.946
H -0.931 5.038 3.535
*
```



[3]
The following is a DFT calculation (the ωB97M-V functional and the def2-TZVPD basis) of 3 unconnected molecules or ions with the total composition C37H53BF3IN2O8S2 in a non-equilibrium geometry.

## Properties
SMILES: CB(O)c1c(C[C@H](C)I)c(CCCSC(=S)N2CCOCC2)c2c(c1CCCN)C(=O)C(CCC(F)=C(F)F)=CC2=O.CCOC(C)=O.CCOC(C)=O
HOMO energy: -8.4431 eV
molar mass: 912.681 g mol⁻¹
HOMO-LUMO gap: 7.54 eV
LUMO level: -0.90 eV
electronic energy: -97182.9234 eV

ORCA input file:
```
! RIJCOSX wB97M-V def2-TZVPD def2/J DEFGRID3
* xyz 0 1
C -0.380 -0.619 2.230
B 0.202 -1.446 0.960
O -0.269 -2.762 0.739
C 1.320 -0.701 0.067
C 1.014 0.260 -1.000
C -0.458 0.615 -1.357
C -1.074 1.836 -0.516
C -1.486 3.065 -1.413
I 0.333 2.622 0.970
C 2.069 0.952 -1.775
C 1.775 1.993 -2.900
C 1.881 1.377 -4.352
C 0.469 0.904 -4.899
S 0.238 -0.906 -4.571
C -1.574 -1.279 -4.562
S -2.462 -1.328 -5.952
N -2.143 -1.518 -3.237
C -3.217 -0.538 -2.946
C -3.887 -0.782 -1.535
O -4.162 -2.158 -1.249
C -4.062 -2.977 -2.421
C -2.625 -2.917 -3.090
C 3.455 0.662 -1.441
C 3.770 -0.320 -0.370
C 2.736 -1.014 0.400
C 3.107 -2.004 1.540
C 2.928 -3.525 1.169
C 3.887 -4.043 0.045
N 3.638 -5.489 -0.266
C 5.292 -0.558 -0.103
O 5.780 -1.631 0.161
C 6.177 0.732 -0.251
C 7.331 0.877 0.776
C 6.659 0.968 2.222
C 7.343 2.002 3.163
F 8.266 2.943 2.726
C 6.996 2.005 4.489
F 5.690 2.031 4.898
F 7.895 1.996 5.513
C 5.887 1.634 -1.224
C 4.657 1.367 -2.155
O 4.670 1.664 -3.326
H -1.098 0.186 1.933
H 0.489 -0.182 2.803
H -0.908 -1.300 2.954
H -1.146 -2.677 0.321
H -0.484 0.858 -2.448
H -1.059 -0.317 -1.178
H -2.016 1.455 -0.038
H -0.610 3.728 -1.631
H -2.226 3.715 -0.862
H -2.017 2.760 -2.361
H 0.790 2.509 -2.733
H 2.574 2.784 -2.823
H 2.307 2.127 -5.075
H 2.613 0.526 -4.318
H 0.480 1.090 -6.008
H -0.308 1.533 -4.390
H -4.022 -0.573 -3.731
H -2.757 0.485 -3.006
H -3.237 -0.406 -0.693
H -4.814 -0.132 -1.511
H -4.265 -4.039 -2.124
H -4.867 -2.689 -3.157
H -2.740 -3.440 -4.083
H -1.910 -3.561 -2.500
H 2.475 -1.825 2.461
H 4.167 -1.863 1.894
H 1.882 -3.804 0.873
H 3.173 -4.109 2.107
H 3.846 -3.429 -0.900
H 4.961 -3.972 0.390
H 4.467 -5.791 -0.793
H 3.674 -6.036 0.601
H 7.892 -0.098 0.771
H 8.039 1.711 0.564
H 6.603 -0.032 2.730
H 5.585 1.301 2.094
H 6.513 2.550 -1.292
C -9.971 -3.214 -1.072
C -9.512 -4.581 -0.608
O -8.438 -5.071 -1.420
C -7.142 -4.772 -1.218
C -6.787 -3.648 -0.278
O -6.290 -5.351 -1.842
H -9.175 -2.472 -0.984
H -10.825 -2.876 -0.484
H -10.257 -3.247 -2.125
H -9.240 -4.596 0.450
H -10.329 -5.294 -0.726
H -6.677 -2.726 -0.848
H -5.837 -3.888 0.200
H -7.505 -3.502 0.525
C 0.757 4.842 6.123
C 0.952 5.297 4.691
O -0.258 5.164 3.936
C -1.236 6.089 3.900
C -1.223 7.207 4.912
O -2.141 5.974 3.117
H 0.020 5.456 6.643
H 1.698 4.893 6.673
H 0.389 3.815 6.148
H 1.346 6.313 4.623
H 1.683 4.649 4.205
H -1.834 6.920 5.768
H -1.652 8.094 4.446
H -0.227 7.487 5.248
*
```